No. 1
The following is a DFT calculation (ωB97M-V with the def2-TZVPD basis set) of a cluster of 2 separate species, C6H9NO in total at a distorted geometry.

```
! wB97M-V def2-TZVPD RIJCOSX def2/J DEFGRID3
* xyz 0 1
O 0.55180 0.78942 3.06139
N -1.53600 1.04103 -0.73383
C -1.10445 -1.06497 -0.08918
C 2.60966 -0.43998 -0.93055
C -0.22816 0.79657 -1.02157
C 1.44312 -1.00795 -0.66931
C 0.09610 -0.47554 -0.60464
C -2.06726 -0.09059 -0.15568
H -1.20826 -2.05943 0.30818
H -3.12111 -0.15412 0.06095
H 0.38977 1.42475 -1.64248
H -0.32184 0.95953 3.41054
H -1.96089 1.94309 -0.62466
H 3.62177 -0.80177 -0.79444
H 2.67191 0.47424 -1.52191
H 1.51098 -2.04555 -0.31755
H 0.35465 0.22052 2.32406
*
```

## Properties
E_HOMO (eV): -8.11
SMILES: C=Cc1cc[nH]c1.O
Gap between HOMO and LUMO (eV): 8.90
F_max (eV Å⁻¹): 2.363


No. 2
The following is a DFT calculation (ωB97M-V with the def2-TZVPD basis set) of a cluster of 6 separate species, C27H66N2O7 in total.

```
! wB97M-V def2-TZVPD RIJCOSX def2/J DEFGRID3
* xyz 0 1
O 5.42378 1.49901 -1.48609
O 1.60342 -1.14697 -5.43275
O -1.67529 2.58770 -0.92411
O -5.81558 -3.94994 -0.50556
O 1.88285 2.93410 2.48579
O -0.95237 0.62134 5.91377
O -0.30648 1.63299 -2.39936
N -0.22470 0.87982 -0.25611
N -0.86112 1.10681 1.02771
C 0.69357 -0.31584 -4.72377
C 6.97253 3.30590 -2.12451
C -0.01645 -1.61374 0.37290
C -0.22687 1.16714 4.82619
C 3.43722 3.53101 0.65774
C -6.86343 -3.22792 0.11635
C 1.20385 -1.53454 -6.73281
C -0.29860 -0.54727 -0.69690
C 6.69995 2.07407 -1.27800
C 0.85935 0.25778 4.27982
C -8.04045 -4.08624 0.54661
C 2.04001 3.12824 1.08697
C -6.15340 -4.64398 -1.69315
C -0.66807 -0.94552 -4.49061
C 0.53377 1.48182 7.68187
C -2.88249 -2.59539 2.21050
C -2.49137 -2.27780 0.75886
C 2.15347 4.06547 3.29639
C 5.14547 1.04981 -2.80226
C -6.66123 -3.75014 -2.81160
C -1.83884 -2.22648 3.26411
C -0.19074 0.29828 7.06317
C 1.24076 5.25034 3.03266
C -1.08156 -2.72544 0.33676
C 0.98489 -0.37383 -7.68898
C -0.71927 1.69712 -1.27882
C 6.08506 -0.03405 -3.30085
H 1.03051 1.16982 8.60135
H -1.27197 -0.27275 -3.88240
H -8.76493 -3.47382 1.08471
H 1.37358 5.65616 2.02940
H 0.04972 -1.18727 1.37579
H -7.20425 -2.40886 -0.52768
H -5.22708 -5.12924 -2.00172
H -3.79589 -2.03166 2.44016
H -3.14707 -3.65609 2.30000
H -3.22855 -2.74437 0.09516
H 0.43580 -0.70856 3.99870
H 0.51817 -0.50846 6.84329
H -0.74997 -3.56367 0.95920
H 5.12930 1.89254 -3.50270
H -0.18129 0.79884 1.71934
H 0.58373 0.65344 -5.22063
H 1.45910 6.04865 3.74284
H -6.87657 -5.44059 -1.48356
H -1.20523 -1.12643 -5.42318
H -1.74007 -1.13749 3.34551
H -5.93390 -2.96922 -3.03764
H 0.19451 4.96191 3.14877
H -0.17101 2.27921 7.92182
H -7.70769 -4.88909 1.20574
H -0.91676 -0.10106 7.77175
H -0.85181 -2.65235 3.05881
H 3.47869 3.58023 -0.43032
H -6.40030 -2.77219 0.99222
H -2.58797 -1.19365 0.60904
H 7.11074 0.32378 -3.40229
H 1.17585 -0.11885 -3.76790
H 3.20346 4.36296 3.20234
H 5.75711 -0.37979 -4.28166
H 4.12842 0.66072 -2.75208
H 0.15408 0.26121 -7.37968
H -7.60780 -3.27119 -2.55803
H 1.88117 0.24495 -7.75046
H -6.82377 -4.34347 -3.71215
H 6.71153 2.34510 -0.22143
H 7.93744 3.73493 -1.85128
H -2.14452 -2.58650 4.25240
H -2.14929 2.24883 -0.14414
H 1.79413 2.16776 0.63273
H -8.55564 -4.53451 -0.30383
H 7.49012 1.32839 -1.42468
H 0.75653 -0.75449 -8.68553
H 3.73437 4.50586 1.04878
H 1.29741 1.88917 7.01768
H 0.30767 -2.16513 -6.69201
H 6.08616 -0.88371 -2.61679
H 4.16647 2.79116 0.99001
H 7.00474 3.07390 -3.18962
H -0.87096 2.11748 1.15095
H 0.45108 -0.62407 -1.48775
H 1.31704 0.72174 3.40553
H -0.98150 1.34679 4.05721
H -0.56580 -1.89973 -3.96899
H 0.95898 -2.06638 0.16289
H 0.19188 2.14383 5.08878
H -1.11489 -3.09613 -0.69585
H 2.01444 3.71626 4.32046
H -1.27437 -0.73192 -1.16576
H 1.30138 3.85004 0.71643
H 2.01710 -2.16292 -7.09829
H 1.65684 0.07704 5.00169
H 6.19995 4.05928 -1.96337
*
```

## Properties
E_HOMO (eV): -8.97
SMILES: CCCCCCN(N)C(=O)O.CCOCC.CCOCC.CCOCC.CCOCC.CCOCC
Gap between HOMO and LUMO (eV): 9.61
F_max (eV Å⁻¹): 0.495


No. 3
The following is a DFT calculation (ωB97M-V with the def2-TZVPD basis set) of a cluster of 2 separate species, C13H18FN2O2 in total at a distorted geometry.

```
! wB97M-V def2-TZVPD RIJCOSX def2/J DEFGRID3
* xyz -1 1
F -5.96930 0.22735 -1.80504
O -5.69129 0.36333 0.46991
O 1.59253 0.59912 2.44981
N 1.83077 2.72058 3.11750
N -3.42192 -1.82639 -0.57303
C 3.84193 1.36638 2.70296
C -0.86826 -0.89041 -3.49942
C 1.15449 -1.41674 -1.22575
C -0.37578 -1.61519 -0.93473
C 2.34452 1.51681 2.74217
C 2.54178 3.92144 3.49852
C -4.91877 -1.83770 -0.56001
C 1.66763 -0.94932 -2.63048
C -5.55509 -0.35983 -0.53890
C 0.64294 -0.71010 -3.77135
C -1.37673 -1.32968 -2.07427
C -2.98064 -1.43871 -1.93323
C 2.29725 -1.63721 -0.10477
H 3.62120 3.78992 3.46314
H 3.33799 -1.68941 -0.57562
H 0.82039 2.74109 3.11835
H 2.24995 4.72322 2.81655
H 4.26317 1.53219 3.69710
H -5.26872 -2.36258 0.40264
H 2.78434 -0.79998 -2.78708
H 4.09431 0.35386 2.38611
H 2.24067 4.19049 4.51360
H 4.27224 2.06959 1.98642
H 2.30145 -0.74772 0.64450
H -0.73182 -1.95873 0.08965
H -1.62666 -0.69955 -4.33365
H -3.36574 -0.35996 -2.14431
H 2.01426 -2.60103 0.46545
H -5.32556 -2.39060 -1.48583
H -3.41190 -2.11267 -2.77727
H 0.97437 -0.38186 -4.80962
*
```

## Properties
E_HOMO (eV): -2.42
Gap between HOMO and LUMO (eV): 4.79
F_max (eV Å⁻¹): 5.083


No. 4
The following is a DFT calculation (ωB97M-V with the def2-TZVPD basis set) of the ion C5H8O with charge -1 at a distorted geometry.

```
! wB97M-V def2-TZVPD RIJCOSX def2/J DEFGRID3
* xyz -1 2
O -2.59919 0.04112 -0.94102
C 0.86528 -0.53300 0.43950
C -1.29702 -0.25942 -0.94356
C 1.86026 0.21486 1.28903
C 1.79335 0.55253 -0.11758
C -0.54632 0.04785 0.40234
H -1.16171 -0.22683 1.26692
H 1.40159 0.82665 2.05462
H -0.41381 1.13990 0.42773
H 2.47797 0.23020 -0.90152
H 0.94385 -1.61026 0.47412
H 2.64674 -0.38637 1.73316
H -1.07073 -1.35004 -1.14543
H -0.68340 0.33952 -1.68140
*
```

## Properties
E_HOMO (spin up / spin down) (eV): -2.26 / -2.08
⟨S²⟩: 0.756
Gap between HOMO and LUMO (spin up / spin down) (eV): 6.26 / 5.33
F_max (eV Å⁻¹): 3.158


No. 5
The following is a DFT calculation (ωB97M-V with the def2-TZVPD basis set) of the molecule CH4N2O2 at a distorted geometry.

```
! wB97M-V def2-TZVPD RIJCOSX def2/J DEFGRID3
* xyz 0 1
O -1.35489 -0.18999 0.83022
O 0.73272 -1.25398 0.74115
N 0.20549 1.57318 -0.39300
N 0.34512 0.40514 -0.74653
C -0.27337 -0.64352 -0.03184
H -1.20016 0.85695 1.01005
H 0.71231 2.32829 -0.91122
H -0.61092 -1.34966 -0.73989
H 1.44371 -1.72640 0.24106
*
```

## Properties
E_HOMO (eV): -9.53
SMILES: [H]/N=N/C(O)O
Gap between HOMO and LUMO (eV): 9.85
F_max (eV Å⁻¹): 4.219


No. 6
The following is a DFT calculation (ωB97M-V with the def2-TZVPD basis set) of the molecule C6H6O2 at a distorted geometry.

```
! wB97M-V def2-TZVPD RIJCOSX def2/J DEFGRID3
* xyz 0 1
O -2.09050 -0.66938 0.00581
O 1.35449 -0.79118 0.88067
C 1.46711 0.03747 -0.32697
C -0.55449 1.60010 0.03500
C -0.74356 -0.72210 -0.53185
C 0.66136 -1.17666 -0.27020
C -0.99652 0.32512 0.48188
C 0.78789 1.47276 -0.20204
H -0.80798 -0.42998 -1.50778
H 0.99492 -1.95742 -0.97818
H 2.38669 -0.07722 -0.96759
H -1.05175 2.63814 0.16076
H 1.38792 2.37535 -0.40407
H -0.75242 -0.08445 1.49009
*
```

## Properties
E_HOMO (eV): -9.63
SMILES: C1=C[C@H]2O[C@H]2[C@H]2O[C@H]12
Gap between HOMO and LUMO (eV): 10.35
F_max (eV Å⁻¹): 4.554


Repeat the third record exactly.
The following is a DFT calculation (ωB97M-V with the def2-TZVPD basis set) of a cluster of 2 separate species, C13H18FN2O2 in total at a distorted geometry.

```
! wB97M-V def2-TZVPD RIJCOSX def2/J DEFGRID3
* xyz -1 1
F -5.96930 0.22735 -1.80504
O -5.69129 0.36333 0.46991
O 1.59253 0.59912 2.44981
N 1.83077 2.72058 3.11750
N -3.42192 -1.82639 -0.57303
C 3.84193 1.36638 2.70296
C -0.86826 -0.89041 -3.49942
C 1.15449 -1.41674 -1.22575
C -0.37578 -1.61519 -0.93473
C 2.34452 1.51681 2.74217
C 2.54178 3.92144 3.49852
C -4.91877 -1.83770 -0.56001
C 1.66763 -0.94932 -2.63048
C -5.55509 -0.35983 -0.53890
C 0.64294 -0.71010 -3.77135
C -1.37673 -1.32968 -2.07427
C -2.98064 -1.43871 -1.93323
C 2.29725 -1.63721 -0.10477
H 3.62120 3.78992 3.46314
H 3.33799 -1.68941 -0.57562
H 0.82039 2.74109 3.11835
H 2.24995 4.72322 2.81655
H 4.26317 1.53219 3.69710
H -5.26872 -2.36258 0.40264
H 2.78434 -0.79998 -2.78708
H 4.09431 0.35386 2.38611
H 2.24067 4.19049 4.51360
H 4.27224 2.06959 1.98642
H 2.30145 -0.74772 0.64450
H -0.73182 -1.95873 0.08965
H -1.62666 -0.69955 -4.33365
H -3.36574 -0.35996 -2.14431
H 2.01426 -2.60103 0.46545
H -5.32556 -2.39060 -1.48583
H -3.41190 -2.11267 -2.77727
H 0.97437 -0.38186 -4.80962
*
```

## Properties
E_HOMO (eV): -2.42
Gap between HOMO and LUMO (eV): 4.79
F_max (eV Å⁻¹): 5.083


> Number 3 is which compound?

C13H18FN2O2


> What is the formula in the fifth record?

CH4N2O2


> Number 2 is which compound?

C27H66N2O7